[1]
C6H10N2 | ωB97M-V/def2-TZVPD

Computed properties:
Gap between HOMO and LUMO (eV): 9.39
Maximum force (hartree/bohr): 0.0868
ΔE to the lowest compared entry with this formula, charge and spin (eV): 2.486
LUMO energy (eV): 0.9
SMILES: [H]/N=C/NC(=C)C(=C)C
Calculated total energy (a.u.): -344.04537

```
18
Properties=species:S:1:pos:R:3:forces:R:3
N 3.2139 -0.3334 0.4108 -3.183 -0.262 -1.644
N 1.2749 0.6432 -0.6806 1.498 -3.134 0.770
C -0.5465 2.0429 -0.0924 -0.974 -0.805 -0.133
C -1.2572 -1.2874 -1.0327 0.887 0.583 1.810
C 1.9403 -0.3694 0.0471 2.151 -0.108 0.016
C -0.0392 0.7907 -0.3261 -0.845 4.074 1.620
C -1.4013 -0.2974 1.3290 0.351 -0.276 -0.638
C -0.8680 -0.3440 0.0892 -0.938 1.030 1.061
H -1.2393 -2.2363 -0.4881 -0.745 -0.389 -1.039
H -1.5527 1.9805 0.3618 0.577 0.587 -0.655
H 3.5460 -1.2711 0.6791 -0.545 0.571 0.308
H 1.8194 1.4454 -0.7787 0.777 1.653 -0.355
H -0.4025 -1.2051 -1.6988 -0.383 -0.491 -0.658
H 1.1721 -1.1488 0.2248 1.097 -0.202 0.177
H -2.1957 -0.8946 -1.4480 0.293 -0.765 -0.138
H -2.1772 -0.9942 1.5832 -0.204 -0.446 0.177
H -1.1386 0.4154 2.1286 0.084 -0.317 -0.828
H -0.1486 3.0636 -0.3083 0.101 -1.304 0.148
```
Positions in Å, forces in eV/Å.

***

[2]
C6H10N2 | ωB97M-V/def2-TZVPD

Computed properties:
Gap between HOMO and LUMO (eV): 9.81
Maximum force (hartree/bohr): 0.1449
ΔE to the lowest compared entry with this formula, charge and spin (eV): 8.233
LUMO energy (eV): 0.9
Calculated total energy (a.u.): -343.83417

```
18
Properties=species:S:1:pos:R:3:forces:R:3
N 2.4994 0.1531 0.7942 -1.991 -4.843 -0.316
N -1.2797 0.2752 -1.6039 -3.362 0.943 -5.225
C -1.1304 -1.9715 1.3697 -0.137 0.680 -2.479
C -0.0167 0.1033 0.0851 -0.469 3.750 0.967
C 0.0681 -0.1829 -1.4521 1.131 -1.512 0.140
C -0.6352 -0.9440 0.8220 -2.194 -5.407 2.568
C -1.2837 1.1451 -0.5824 2.077 4.144 5.835
C 1.1911 0.8283 0.8616 0.457 2.143 -1.427
H -2.1264 1.7245 -0.0055 0.402 -2.633 -0.729
H 2.9514 0.5975 1.6089 0.407 -1.898 -0.250
H -0.2041 -1.2377 -1.6476 2.348 -0.095 -0.239
H 1.0402 1.2297 1.9969 -0.637 -0.951 -2.947
H -1.7583 -3.0421 1.4528 2.235 3.797 0.094
H 1.0288 0.3284 -1.9150 -2.183 -0.946 0.509
H 2.1821 -1.0862 0.7400 2.079 4.720 1.379
H 1.5681 1.6490 0.1233 -1.947 -0.112 1.617
H -1.5682 0.8764 -2.4285 0.703 -1.831 0.345
H -0.8108 2.0926 -0.8808 1.080 0.052 0.158
```
Positions in Å, forces in eV/Å.

***

[3]
C6H10N2 | ωB97M-V/def2-TZVPD

Computed properties:
Gap between HOMO and LUMO (eV): 9.66
Maximum force (hartree/bohr): 0.1628
ΔE to the lowest compared entry with this formula, charge and spin (eV): 5.948
LUMO energy (eV): 1.0
Calculated total energy (a.u.): -343.91813

```
18
Properties=species:S:1:pos:R:3:forces:R:3
N -1.7702 1.4704 1.2802 0.592 3.958 1.216
N 0.9831 0.3092 1.2792 4.229 -1.676 2.337
C 0.5065 0.7147 0.0597 0.046 5.716 -6.117
C 0.8959 -0.2205 -2.3666 -1.360 -0.049 1.534
C -0.1777 -0.6278 1.1502 -0.096 -4.805 3.695
C -0.9505 0.5735 0.6059 -0.072 -2.792 -1.523
C 0.5187 -0.3620 -1.0934 1.021 0.087 3.428
C 0.1114 -1.5075 -0.0494 -0.034 -1.794 -6.536
H -1.6488 0.1780 -0.0940 -0.107 -0.427 -1.515
H 2.1156 0.1147 1.3966 -3.948 -0.276 -0.612
H -1.7141 2.3528 0.5490 -0.450 -2.190 3.397
H 0.9631 -1.1245 -2.9255 0.011 -0.257 -0.934
H -0.6696 -2.1544 -0.8103 1.125 1.753 3.049
H 0.9707 1.6838 -0.4409 -1.125 -1.233 1.417
H -1.5035 1.6355 2.3242 -0.238 0.429 -2.814
H -0.3802 -1.5456 1.9453 -0.005 3.211 -0.750
H 0.9258 -2.2602 0.0065 -0.330 0.622 0.774
H 0.8240 0.7701 -2.8167 0.741 -0.277 -0.047
```
Positions in Å, forces in eV/Å.